1.
Entry from OMol25: a structure of composition C3H8N4O in a non-equilibrium geometry (ωB97M-V with the def2-TZVPD basis set).

Orbital gap, eV: 7.5
ΔE to the lowest compared entry with this formula, charge and spin, kJ/mol: 601.63

Geometry (Å):
1 C -0.3054 -0.7764 1.2271
2 C 0.3781 0.5780 -0.4856
3 C 0.9224 0.7735 0.8552
4 N 1.1247 -0.1831 -1.3858
5 N -0.8731 -1.6939 0.3615
6 O -0.9221 1.1746 -2.2290
7 N -0.7704 1.1572 -0.7911
8 N 1.0906 1.5086 1.8413
9 H -1.5284 1.9171 -2.3556
10 H 0.8213 -0.0153 -2.3376
11 H 2.0780 -0.3740 -1.1070
12 H 0.6404 1.2242 2.7216
13 H -1.6377 -1.3143 -0.1905
14 H -0.4077 -2.5868 0.2455
15 H -1.0464 -0.1694 1.7414
16 H 0.4359 -1.2201 1.8887

Cartesian forces (eV/Å) of the 3 atoms listed first:
C 1.19 0.33 1.28
C 2.00 1.76 -1.41
C -4.73 -2.30 -0.11

---

2.
Entry from OMol25: a structure of composition C27H78F3N5O14Zr in a non-equilibrium geometry (ωB97M-V with the def2-TZVPD basis set).

Total charge: +3
⟨S²⟩: 0.7562
Spin multiplicity: 2
Orbital gap (alpha / beta), eV: 2.6 / 2.3

Geometry (Å):
1 Zr -1.8803 -0.0049 -3.6859
2 C -3.8412 -2.1619 -1.7021
3 O -2.9549 -1.6618 -2.5876
4 H -4.4504 -1.4091 -1.2020
5 H -4.4292 -2.9774 -2.1231
6 H -3.3220 -2.6088 -0.8542
7 C -0.5492 1.3751 -0.6927
8 O -0.9693 0.0550 -0.1950
9 O -1.1352 1.3073 -1.9869
10 C -0.8764 2.5747 0.2957
11 F 0.1117 3.0877 1.0475
12 F -1.3028 3.5788 -0.4670
13 F -1.7863 2.1704 1.1991
14 C -0.2238 -0.4594 0.9412
15 C -0.9455 -1.6729 1.5080
16 H -1.3150 -2.3517 0.7394
17 H -0.2816 -2.1835 2.2055
18 H -1.6924 -1.1904 2.1384
19 H -0.1613 0.2197 1.7915
20 H 0.7818 -0.7812 0.6704
21 H 0.5284 1.3831 -0.8566
22 C 5.5268 -6.0064 1.5700
23 C 5.0439 -4.5673 1.3063
24 C 4.2302 -4.2427 2.5151
25 O 3.5337 -3.0213 2.3807
26 C 2.7089 -2.6071 3.4982
27 N 6.2464 -3.7638 1.2198
28 H 6.2304 -6.3677 0.8199
29 H 4.7592 -6.7559 1.3775
30 H 5.8278 -6.2207 2.5954
31 H 4.5018 -4.5733 0.3607
32 H 4.7412 -4.2144 3.4775
33 H 3.3786 -4.8901 2.7240
34 H 2.4479 -1.5499 3.4512
35 H 3.2997 -2.6138 4.4143
36 H 1.8985 -3.3310 3.5836
37 H 6.7285 -3.8604 2.1021
38 H 5.9853 -2.7947 1.3332
39 C -1.1792 -0.1546 7.1181
40 C -1.0209 -0.1506 5.6242
41 C 0.2822 0.3851 5.1029
42 O 0.0979 1.7542 4.7221
43 C 1.1315 2.2644 3.9519
44 N -1.2020 -1.4802 5.1606
45 H -1.4977 0.8526 7.3868
46 H -0.2645 -0.5118 7.5912
47 H -2.0540 -0.7502 7.3792
48 H -1.7813 0.4052 5.0756
49 H 0.5308 -0.1419 4.1817
50 H 1.1535 0.3740 5.7576
51 H 2.1415 2.0881 4.3220
52 H 1.1040 3.3507 4.0372
53 H 1.0434 1.9328 2.9173
54 H -1.3228 -1.4147 4.1600
55 H -2.0959 -1.8521 5.4484
56 C 3.4329 2.8372 0.1021
57 C 3.5743 1.5379 -0.6284
58 C 4.2268 1.8263 -1.9505
59 O 3.5202 2.9195 -2.6144
60 C 4.0382 3.2859 -3.9284
61 N 4.4249 0.7668 0.2042
62 H 3.2781 2.5802 1.1501
63 H 2.4353 3.1833 -0.1681
64 H 4.1720 3.5998 -0.1434
65 H 2.6000 1.0522 -0.6827
66 H 4.1326 1.0498 -2.7096
67 H 5.2743 2.1172 -1.8708
68 H 3.5026 2.8599 -4.7768
69 H 5.1250 3.2378 -3.9959
70 H 3.7609 4.3360 -4.0217
71 H 4.8816 0.0451 -0.3350
72 H 3.9163 0.4533 1.0186
73 C -2.1094 -8.0021 -0.7229
74 C -2.5368 -6.5122 -0.2498
75 C -1.3305 -5.5621 -0.5504
76 O -0.1351 -5.8626 0.1504
77 C 0.9123 -4.8488 -0.0217
78 N -3.6823 -6.1188 -1.0181
79 H -2.4374 -8.8428 -0.1115
80 H -1.0459 -8.2327 -0.7847
81 H -2.4289 -8.1471 -1.7549
82 H -2.7396 -6.3964 0.8149
83 H -1.5583 -4.5105 -0.7244
84 H -1.0136 -5.7937 -1.5673
85 H 1.8098 -5.3629 0.3224
86 H 0.6013 -3.9547 0.5187
87 H 1.0456 -4.6597 -1.0868
88 H -4.4193 -6.7974 -0.8895
89 H -4.1021 -5.2685 -0.6707
90 C -0.1514 5.4821 -6.9731
91 C -0.5604 5.3657 -5.4708
92 C 0.5333 5.0511 -4.3569
93 O -0.2023 5.0095 -3.0704
94 C 0.7652 4.6960 -2.1024
95 N -0.9950 6.6535 -5.1224
96 H 0.8376 5.0554 -7.1401
97 H -0.1606 6.5171 -7.3150
98 H -0.8457 4.8903 -7.5697
99 H -1.4764 4.7933 -5.3245
100 H 1.3603 5.7586 -4.2959
101 H 0.9126 4.0366 -4.4787
102 H 1.7458 5.1708 -2.1354
103 H 0.9285 3.6183 -2.1013
104 H 0.4052 4.9984 -1.1190
105 H -0.9675 6.5452 -4.1186
106 H -0.3173 7.3967 -5.2147
107 C -3.5194 4.3050 -2.6941
108 C -4.9787 4.4574 -3.1200
109 O -5.5307 3.1993 -3.5228
110 O -2.7379 3.5058 -3.4684
111 H -3.2423 4.0332 -1.6755
112 H -3.1059 5.3042 -2.8304
113 H -5.1423 4.9925 -4.0554
114 H -5.5372 5.0295 -2.3791
115 H -6.1655 3.1853 -4.2428
116 H -1.8163 3.6982 -3.2802
117 O -1.9392 3.7784 4.0328
118 H -1.8949 3.3106 3.1988
119 H -1.1809 3.4638 4.5250
120 O -3.8014 1.0166 -3.2996
121 H -3.8061 1.9710 -3.3723
122 H -4.7244 0.7779 -3.2142
123 O -3.7887 -2.5868 3.8809
124 H -3.9134 -1.6408 3.9567
125 H -4.4970 -2.9647 4.4022
126 O -4.5845 -1.2994 1.5384
127 H -4.1901 -2.1503 1.7304
128 H -4.3011 -1.0995 0.6462

Cartesian forces (eV/Å) of the 3 atoms listed first:
Zr -3.88 0.01 9.48
C -0.94 -1.02 2.02
O 4.55 4.92 -4.98

---

Let's list total energy in order: -413.18690 -2747.84783 Ha.